Record 1
ORCA calculation (the ωB97M-V functional and the def2-TZVPD basis) on a 8-piece molecular cluster, C26H45BINO33S7 overall.

Summary:
* calculated total energy: -6664.72090 Eh
* SMILES: C=C[C@]1(CB(O)O)[C@@H](I)OC(=O)[C@]1(OC#N)[C@@H](C)CC.O=S1(=O)OCCO1.O=S1(=O)OCCO1.O=S1(=O)OCCO1.O=S1(=O)OCCO1.O=S1(=O)OCCO1.O=S1(=O)OCCO1.O=S1(=O)OCCO1
* LUMO level: -0.7 eV

Last column: Mulliken charge in e.
Geometry (Å):
C (-1.8571, 0.2776, -3.3817)  -0.771
C (-1.1681, -0.8899, -2.7704)  -0.557
C (0.0255, -1.7918, -3.4258)  2.201
C (-0.1488, -1.9400, -5.0438)  -1.119
B (0.4893, -0.7229, -5.9480)  0.543
O (1.1849, -1.0235, -7.2493)  -0.595
O (0.4307, 0.7327, -5.6007)  -0.554
C (-0.3469, -3.3035, -2.8424)  -0.815
I (-2.0444, -4.4069, -3.6587)  0.138
O (0.7972, -4.1312, -3.2518)  -0.254
C (1.9900, -3.2275, -3.1343)  -0.074
O (3.1122, -3.9122, -3.3032)  -0.596
C (1.5650, -1.7078, -2.7759)  0.754
O (2.3821, -0.5424, -3.1038)  -0.415
C (3.5132, -0.8272, -3.9836)  0.457
N (4.3201, -1.2250, -4.9461)  -0.518
C (1.6823, -1.6831, -1.1071)  0.158
C (3.2687, -1.8218, -0.5946)  -1.150
C (1.2098, -0.2066, -0.4758)  -0.426
C (0.0720, -0.4271, 0.7049)  -0.726
H (-2.4932, 0.1692, -4.3716)  0.205
H (-1.7921, 1.3283, -2.8410)  0.105
H (-1.5456, -1.2136, -1.6852)  0.202
H (-1.3232, -1.9067, -5.2584)  0.284
H (0.2304, -2.9466, -5.5049)  0.151
H (2.1399, -0.7262, -7.1433)  0.326
H (0.8678, 0.8831, -4.6969)  0.342
H (-0.6354, -3.2505, -1.6851)  0.335
H (1.1180, -2.5672, -0.5921)  0.465
H (3.1768, -2.2029, 0.5334)  0.299
H (3.8303, -0.7947, -0.5662)  0.208
H (3.8691, -2.6459, -1.1618)  0.305
H (2.0914, 0.3807, 0.0207)  0.474
H (0.7633, 0.5099, -1.3156)  0.183
H (-0.6915, 0.4594, 0.7267)  -0.086
H (0.6592, -0.4471, 1.7335)  0.362
H (-0.4866, -1.4498, 0.5988)  0.231
O (5.7386, 0.6071, 0.2892)  -0.521
S (6.9576, 0.0563, 0.8385)  1.056
O (7.3298, 0.1979, 2.2269)  -0.529
O (8.2035, 0.5563, -0.0865)  -0.299
C (8.8912, -0.5779, -0.6117)  -0.350
C (7.8409, -1.6808, -0.7127)  -0.279
O (7.0239, -1.5253, 0.4453)  -0.286
H (9.6838, -0.8517, 0.0922)  0.292
H (9.3342, -0.3395, -1.5824)  0.311
H (8.2858, -2.6784, -0.7396)  0.329
H (7.2068, -1.5415, -1.5946)  0.248
O (-4.5943, -5.8502, -5.0582)  -0.537
S (-5.5596, -5.5776, -4.0166)  1.012
O (-5.5135, -4.3934, -3.1909)  -0.488
O (-5.6426, -6.8846, -3.0456)  -0.246
C (-6.9803, -7.3799, -3.0281)  -0.321
C (-7.5756, -6.9947, -4.3798)  -0.379
O (-7.0526, -5.6987, -4.6621)  -0.289
H (-7.5144, -6.8894, -2.2080)  0.284
H (-6.9844, -8.4615, -2.8684)  0.301
H (-8.6679, -6.9746, -4.3634)  0.304
H (-7.2361, -7.6749, -5.1681)  0.286
O (-1.2308, 2.1705, 2.7009)  -0.525
S (-2.4254, 1.4085, 2.9897)  1.256
O (-3.4287, 1.1103, 1.9943)  -0.583
O (-3.1588, 2.0825, 4.2803)  -0.353
C (-3.2727, 1.1144, 5.3220)  -0.258
C (-2.1015, 0.1570, 5.1188)  0.165
O (-1.9781, 0.0129, 3.7057)  -0.239
H (-4.2300, 0.5969, 5.2028)  0.302
H (-3.2427, 1.6016, 6.3002)  0.315
H (-2.2697, -0.8133, 5.5921)  -0.337
H (-1.1689, 0.5893, 5.4968)  0.313
O (-2.2796, -2.9062, 6.5100)  -0.567
S (-3.6823, -2.7495, 6.1950)  1.098
O (-4.3926, -1.5032, 6.3642)  -0.521
O (-4.5100, -3.9269, 6.9608)  -0.297
C (-5.2196, -4.7099, 6.0024)  -0.379
C (-4.4017, -4.6207, 4.7168)  -0.323
O (-3.9237, -3.2782, 4.6710)  -0.226
H (-6.2124, -4.2679, 5.8694)  0.286
H (-5.3249, -5.7397, 6.3541)  0.315
H (-4.9956, -4.8491, 3.8286)  0.304
H (-3.5335, -5.2871, 4.7550)  0.289
O (4.9696, -2.8766, 7.5365)  -0.535
S (4.8468, -1.4761, 7.1979)  1.077
O (3.7110, -0.6703, 7.5813)  -0.533
O (5.0761, -1.3193, 5.5914)  -0.273
C (6.1753, -0.4423, 5.3512)  -0.125
C (7.0869, -0.5886, 6.5667)  -0.349
O (6.2061, -0.7147, 7.6807)  -0.308
H (5.7860, 0.5777, 5.2710)  0.244
H (6.6818, -0.7118, 4.4205)  0.187
H (7.7507, 0.2697, 6.6951)  0.307
H (7.6844, -1.5042, 6.5032)  0.316
O (-4.5178, 7.0380, -0.0942)  -0.565
S (-3.1528, 6.7624, -0.4839)  1.000
O (-2.3488, 7.6905, -1.2447)  -0.412
O (-3.1198, 5.3136, -1.2307)  -0.344
C (-2.2364, 4.4383, -0.5317)  -0.164
C (-2.2604, 4.9087, 0.9202)  -0.275
O (-2.3196, 6.3315, 0.8505)  -0.347
H (-1.2366, 4.5465, -0.9645)  0.214
H (-2.5664, 3.4011, -0.6351)  0.250
H (-1.3775, 4.5863, 1.4772)  0.290
H (-3.1622, 4.5580, 1.4332)  0.316
O (1.6963, 11.0795, -4.7225)  -0.535
S (0.7309, 11.3521, -3.6809)  1.092
O (0.7771, 12.5364, -2.8552)  -0.538
O (0.6480, 10.0451, -2.7099)  -0.298
C (-0.6897, 9.5498, -2.6924)  -0.182
C (-1.2850, 9.9350, -4.0440)  -0.320
O (-0.7621, 11.2310, -4.3264)  -0.320
H (-1.2239, 10.0404, -1.8723)  0.242
H (-0.6938, 8.4682, -2.5327)  0.259
H (-2.3773, 9.9551, -4.0276)  0.297
H (-0.9456, 9.2548, -4.8324)  0.324

Cartesian forces, eV/Å:
C 1.140 -2.146 0.801
C -0.600 2.282 -0.515
C -3.409 -2.177 0.352
C -0.393 0.609 -0.715
B 1.362 1.661 -1.499
O -0.160 0.687 3.511
O 1.544 -3.013 1.178
C 0.307 0.441 0.167
I 0.582 0.802 0.186
O 1.598 4.137 2.025
C 4.212 -6.047 -1.631
O -6.411 5.395 1.228
C -1.326 -1.820 1.885
O 3.434 -1.905 -3.524
C 3.057 -3.034 -6.174
N -7.165 3.828 8.880
C 1.117 1.122 0.950
C -0.463 -0.720 0.687
C -1.316 0.091 -0.043
C 0.772 0.125 0.322
H 2.584 0.692 1.403
H -1.460 -2.605 -0.486
H 1.962 1.505 -1.790
H 2.436 -0.116 0.603
H -0.598 1.785 1.277
H -1.791 -0.193 -0.378
H -1.329 -0.348 -1.735
H 1.260 -0.347 -2.432
H 0.802 1.745 -1.265
H 0.251 0.928 -2.409
H -1.139 -2.082 -0.323
H -1.092 1.600 0.886
H -1.486 -1.372 -1.161
H 0.946 -1.730 1.688
H 1.469 -1.783 -0.029
H -1.440 0.017 -2.027
H 0.948 2.000 0.099
O 1.566 -0.474 1.037
S -0.209 0.051 -0.250
O -0.747 -0.133 -1.550
O -1.112 -0.268 0.448
C 0.449 -0.640 0.028
C 0.130 0.158 -0.832
O 0.199 1.031 0.726
H -0.051 -0.015 -0.096
H -0.223 0.166 0.204
H -0.181 0.158 0.255
H 0.123 -0.043 0.021
O -0.946 0.525 1.472
S 0.023 0.311 -0.004
O 0.047 -1.468 -1.316
O 0.140 0.621 -0.893
C -0.689 0.023 0.168
C 0.079 -0.738 -0.097
O 0.815 0.290 0.753
H -0.006 -0.068 -0.087
H 0.245 0.219 -0.063
H 0.222 0.264 -0.011
H -0.079 -0.010 0.110
O -1.552 -0.612 -0.082
S -0.098 -0.278 0.451
O 1.498 0.505 0.834
O 0.923 -0.158 -1.090
C -0.364 -0.792 0.404
C 0.215 0.396 0.830
O -0.694 0.888 -0.922
H 0.191 0.053 0.081
H 0.061 0.096 -0.316
H 0.237 0.445 -0.435
H -0.099 -0.049 0.041
O -1.840 0.568 -0.196
S -0.037 -0.619 0.106
O 1.066 -1.372 -0.158
O 0.890 0.713 -0.513
C -0.558 -0.138 -0.534
C 0.125 -0.786 0.204
O -0.203 0.730 1.054
H 0.078 -0.081 -0.023
H 0.183 0.270 0.117
H 0.123 0.317 0.110
H -0.132 -0.003 -0.008
O -0.476 1.807 -0.403
S -0.207 -0.238 0.155
O 1.394 -1.208 -0.264
O 0.001 -0.428 1.120
C 0.441 0.644 -0.087
C 0.362 -0.342 -0.552
O -1.083 -0.092 -0.276
H 0.103 -0.072 -0.017
H -0.265 -0.080 0.181
H -0.281 -0.088 0.173
H -0.005 0.110 -0.063
O 1.858 -0.075 -0.845
S -0.492 -0.154 0.409
O -1.193 -0.896 0.989
O -0.306 0.987 0.583
C 0.685 -0.297 0.295
C -0.299 -0.782 0.101
O -0.188 0.579 -1.252
H -0.049 -0.041 0.078
H -0.159 0.281 -0.045
H -0.122 0.272 -0.109
H 0.113 -0.069 -0.057
O -1.026 0.558 1.467
S 0.259 0.102 -0.042
O 0.095 -1.353 -1.278
O 0.260 0.792 -1.004
C -0.718 -0.076 0.147
C 0.079 -0.765 -0.023
O 0.798 0.374 0.711
H 0.004 -0.143 -0.107
H 0.244 0.382 -0.059
H 0.228 0.250 0.012
H -0.072 -0.008 0.095

Record 2
ORCA calculation (the ωB97M-V functional and the def2-TZVPD basis) on C33H78AsF6N4O4 as an isolated structure.

Summary:
* net charge: +3
* calculated total energy: -4658.06126 Eh
* energy relative to the best compared isomer or geometry (same formula, charge and spin): 177.80 kJ/mol
* LUMO level: -9.6 eV

Last column: Mulliken charge in e.
Geometry (Å):
As (-13.6544, 6.2693, -25.0471)  1.937
F (-13.0593, 7.0691, -26.5704)  -0.468
F (-12.5215, 4.9561, -25.3004)  -0.416
F (-14.2230, 5.5053, -23.5388)  -0.475
F (-14.9646, 7.5190, -24.8211)  -0.540
F (-14.8834, 5.2840, -26.0424)  -0.341
F (-12.4820, 7.3049, -24.0332)  -0.475
C (-15.9546, 9.0392, -32.0347)  -1.794
C (-15.2705, 8.4166, -30.7896)  1.306
C (-16.3756, 8.1340, -29.7250)  -1.344
C (-15.9236, 7.0333, -28.7132)  0.890
C (-15.5062, 5.7042, -29.3907)  -1.159
C (-14.3415, 5.9120, -30.4456)  1.266
N (-14.6592, 7.0585, -31.3557)  0.746
O (-14.0861, 7.0942, -32.6255)  -0.241
C (-14.1340, 4.5553, -31.2319)  -1.551
C (-13.1222, 6.2463, -29.5614)  -1.344
C (-14.2845, 9.4385, -30.2424)  -1.628
H (-15.2362, 9.1716, -32.8437)  0.486
H (-16.4069, 9.9989, -31.7846)  0.422
H (-16.7598, 8.4534, -32.4781)  0.430
H (-17.2982, 7.8181, -30.2118)  0.408
H (-16.7161, 9.0335, -29.2123)  0.491
H (-16.7406, 6.7542, -28.0478)  -0.519
H (-15.1746, 7.4556, -28.0433)  0.092
H (-16.4247, 5.2906, -29.8070)  0.409
H (-15.1587, 5.0040, -28.6310)  0.279
H (-13.8758, 3.7307, -30.5675)  0.339
H (-13.4628, 4.6764, -32.0822)  0.434
H (-15.0872, 4.3195, -31.7050)  0.452
H (-13.1430, 7.1860, -29.0094)  0.257
H (-12.2742, 6.4004, -30.2287)  0.427
H (-12.8029, 5.4625, -28.8745)  0.192
H (-14.7516, 10.4233, -30.2440)  0.467
H (-13.4150, 9.6022, -30.8791)  0.387
H (-14.0930, 9.2346, -29.1890)  0.344
C (-14.1832, -1.2593, -26.1939)  -1.248
C (-13.2422, -0.6746, -25.1972)  -0.435
N (-13.7017, 0.6696, -24.4489)  0.460
C (-12.5805, 0.9822, -23.4626)  -0.998
C (-13.8947, 1.8278, -25.4983)  0.226
C (-12.6605, 2.0975, -26.2739)  -1.289
C (-15.0313, 0.3542, -23.6735)  -0.612
C (-15.6796, 1.6261, -23.0844)  -0.577
O (-14.9220, 2.2304, -22.1381)  -0.285
C (-15.5170, 3.3108, -21.4572)  -0.680
H (-15.0748, -1.7474, -25.8005)  0.360
H (-13.6824, -1.9695, -26.8519)  0.403
H (-14.5670, -0.5001, -26.8754)  0.278
H (-12.2994, -0.4040, -25.6725)  0.446
H (-12.9314, -1.4126, -24.4576)  0.481
H (-12.6261, 2.0022, -23.0808)  0.252
H (-11.6487, 0.7734, -23.9882)  0.515
H (-12.5673, 0.1705, -22.7353)  0.398
H (-14.1639, 2.7653, -25.0119)  -0.031
H (-14.6335, 1.5743, -26.2586)  0.162
H (-12.6247, 3.0271, -26.8418)  0.053
H (-12.3238, 1.3169, -26.9561)  0.392
H (-11.7988, 2.2862, -25.6335)  0.371
H (-14.8472, -0.3358, -22.8500)  0.407
H (-15.7508, -0.0952, -24.3579)  0.371
H (-16.6715, 1.4771, -22.6578)  0.572
H (-15.8918, 2.3694, -23.8529)  0.176
H (-16.2732, 2.9244, -20.7738)  0.382
H (-15.9260, 4.0672, -22.1270)  0.074
H (-14.7482, 3.8540, -20.9077)  0.318
C (-17.4228, 14.4397, -20.2977)  -1.296
C (-16.5180, 13.4102, -19.6252)  -0.451
N (-15.4903, 12.7108, -20.5906)  -0.032
C (-16.2568, 11.8561, -21.6302)  -1.255
C (-14.5970, 13.6993, -21.3648)  -0.625
C (-13.7697, 14.6281, -20.4645)  -1.202
C (-14.6363, 11.7205, -19.7138)  -0.765
C (-13.3223, 11.1026, -20.3032)  -0.784
O (-13.4906, 10.2725, -21.4591)  -0.287
C (-14.2547, 9.1216, -21.3111)  -0.323
H (-16.9026, 15.3942, -20.2179)  0.359
H (-18.3993, 14.3518, -19.8217)  0.363
H (-17.6415, 14.4061, -21.3650)  0.335
H (-17.0954, 12.5680, -19.2438)  0.538
H (-16.1298, 13.8191, -18.6923)  0.497
H (-15.4736, 11.4935, -22.2959)  0.543
H (-16.8452, 12.4528, -22.3271)  0.458
H (-16.8996, 11.1612, -21.0898)  0.384
H (-15.3557, 14.2818, -21.8874)  0.510
H (-14.1072, 12.9479, -21.9841)  0.661
H (-13.2871, 13.9849, -19.7286)  0.287
H (-14.3733, 15.2180, -19.7747)  0.306
H (-13.0529, 15.2628, -20.9854)  0.408
H (-15.3040, 10.9668, -19.2965)  0.597
H (-14.3417, 12.2660, -18.8173)  0.542
H (-12.7702, 10.6372, -19.4866)  0.440
H (-12.6665, 11.8879, -20.6793)  0.294
H (-13.8730, 8.3853, -20.6037)  0.422
H (-14.2605, 8.5430, -22.2348)  -0.031
H (-15.2870, 9.2961, -21.0077)  0.114
C (-18.0835, 5.3709, -25.6310)  -1.291
C (-19.3203, 5.7868, -24.6931)  -0.624
N (-19.2036, 7.0785, -23.8123)  0.694
C (-17.9480, 7.0869, -22.9714)  -0.939
C (-19.0916, 8.3004, -24.8009)  -0.318
C (-19.1240, 9.7097, -24.1245)  -1.270
C (-20.5121, 7.2708, -22.8986)  -0.387
C (-21.0263, 5.9087, -22.3470)  -1.139
O (-20.0334, 5.1240, -21.6900)  -0.268
C (-19.8458, 5.3844, -20.3210)  -0.725
H (-17.0907, 5.4853, -25.1959)  0.138
H (-18.2320, 5.8808, -26.5829)  0.199
H (-18.1142, 4.3097, -25.8781)  0.537
H (-19.4868, 4.9977, -23.9598)  0.510
H (-20.2342, 5.8844, -25.2790)  0.526
H (-16.9654, 7.0284, -23.4395)  0.021
H (-18.0245, 6.1010, -22.5128)  0.465
H (-18.0861, 7.8414, -22.1969)  0.400
H (-19.7650, 8.2792, -25.6576)  0.451
H (-18.1168, 8.1096, -25.2499)  0.247
H (-18.3105, 9.7395, -23.3997)  0.247
H (-20.0903, 10.0024, -23.7137)  0.314
H (-18.7809, 10.5226, -24.7646)  0.469
H (-21.2953, 7.8208, -23.4203)  0.445
H (-20.0883, 7.8589, -22.0846)  0.399
H (-21.4113, 5.3380, -23.1920)  0.412
H (-21.8977, 6.1744, -21.7485)  0.504
H (-20.7074, 5.1296, -19.7038)  0.360
H (-19.5717, 6.4271, -20.1600)  0.310
H (-18.9249, 4.8700, -20.0464)  0.196

Cartesian forces, eV/Å:
As 0.396 1.319 0.234
F -0.998 -0.877 1.840
F -0.561 0.879 0.292
F 0.211 0.403 -1.239
F 1.215 -1.135 -0.395
F 1.269 1.101 1.090
F -1.982 -1.771 -1.801
C 0.184 -0.102 -0.522
C -2.507 0.579 -1.541
C 0.289 -1.969 0.167
C -0.221 0.277 -0.095
C -0.258 1.596 -0.308
C -1.105 -2.354 0.751
N 4.852 1.238 -5.378
O -4.127 -0.514 8.500
C -0.726 1.588 -0.501
C 1.689 1.366 -1.122
C 0.637 -0.106 0.203
H 0.044 0.325 0.173
H 0.255 -0.017 0.192
H 0.024 -0.404 0.345
H 0.117 -0.334 -0.368
H 0.745 0.287 -0.047
H -0.191 0.264 -0.026
H 0.301 -0.270 -0.087
H 0.188 -0.173 -0.517
H 0.229 0.078 -0.140
H 0.218 0.359 0.020
H 0.435 -0.133 0.423
H -0.171 -0.148 0.129
H -0.595 -0.220 0.106
H 0.186 -0.164 -0.201
H -0.754 -0.226 -0.133
H -0.531 -0.216 -0.156
H 0.283 -0.469 0.302
H 0.662 -0.108 -0.183
C -1.073 0.358 -0.756
C 0.659 0.923 0.594
N -0.747 -1.026 -0.359
C 0.221 -0.884 -0.931
C 0.088 -0.277 0.032
C 2.498 0.123 -0.265
C 0.031 1.494 0.045
C -1.119 0.232 -1.099
O 2.246 0.424 1.254
C 0.108 0.156 0.126
H 0.228 -0.113 0.313
H 0.221 -0.085 0.308
H 0.076 0.160 -0.089
H -0.178 0.231 -0.083
H -0.427 0.271 0.484
H -0.215 -0.374 0.067
H 0.019 0.605 -0.186
H -0.519 0.502 0.463
H -0.209 -0.405 0.457
H -0.569 -0.405 0.740
H -0.923 0.006 -0.010
H -0.385 -0.172 -0.039
H 0.024 -0.151 0.322
H 0.499 -0.086 -0.264
H 0.265 0.047 -0.147
H -0.326 -1.073 -0.083
H 0.006 -0.031 -0.724
H -0.193 0.153 0.083
H -0.304 -0.152 -0.393
H 0.093 -0.417 0.118
C 0.579 0.193 -0.149
C -0.526 -1.378 -1.037
N -0.188 -0.398 1.393
C 0.845 1.314 0.185
C -1.294 -0.113 0.814
C -0.239 -1.396 0.802
C 0.337 0.324 0.045
C -0.933 0.482 -1.163
O 0.142 0.836 0.565
C -0.346 -1.469 0.176
H -0.688 0.337 0.468
H 0.175 0.703 0.248
H 0.254 -0.851 -0.106
H -0.186 -0.166 -0.279
H 0.987 0.120 -0.510
H -0.108 -0.959 0.482
H -0.247 0.510 0.620
H 0.413 -0.185 -0.254
H 0.384 -0.081 -0.603
H 0.711 0.980 -0.429
H 0.840 0.077 -0.263
H -0.426 0.408 -0.611
H -0.166 -0.252 -0.056
H -0.232 -0.100 -0.522
H 0.106 0.335 -0.182
H -0.262 -0.411 0.119
H -0.059 0.138 0.183
H 0.463 0.269 0.483
H 0.042 0.497 -0.354
H -0.267 0.324 -0.042
C -1.413 0.736 0.709
C 1.183 -0.567 0.413
N -0.813 1.444 -2.394
C -1.160 -1.825 0.962
C 0.706 0.528 0.284
C 0.799 -0.892 0.000
C 2.078 -1.374 0.346
C 0.330 0.630 -0.571
O -0.925 0.360 -1.013
C 0.783 0.577 0.202
H -0.108 0.565 -0.063
H 0.569 0.200 0.095
H -0.575 -0.086 0.282
H 0.145 0.051 -0.097
H 0.121 0.208 0.002
H -0.376 0.856 -0.785
H 0.092 0.110 0.631
H 0.460 0.003 -0.270
H -0.637 -0.585 0.513
H 0.169 0.295 0.097
H -0.366 -0.107 0.634
H 0.150 -0.194 0.112
H -0.390 -0.363 -0.744
H 0.273 -0.149 -0.255
H -0.450 0.201 -0.013
H 0.032 -0.209 0.183
H 0.040 -0.231 0.467
H 0.089 -0.194 -0.038
H -0.325 0.422 0.074
H -0.388 -0.480 0.228